1.
Molecular formula: C31H70ClN8O4P2S
Method: DFT, ωB97M-V with the def2-TZVPD basis set

As for the LUMO energy: -3.8 eV. Its HOMO energy is -10.51 eV. The molecular weight comes out at 748.42 g mol⁻¹. The total energy comes out at -3502.76720 Eh. As for the net charge: +1.

```
117
Properties=species:S:1:pos:R:3:forces:R:3:lowdin_charge:R:1
C 3.99886 0.20361 3.73976 -1.089 -0.411 0.119 0.1038
C 3.33758 1.21286 3.57002 0.154 0.661 -1.272 -0.1004
C 2.69579 2.55090 3.02642 0.320 -1.693 2.655 -0.1116
N 2.48119 2.51220 1.56656 4.262 1.326 1.870 -0.0593
C 3.64227 2.75657 0.81072 -5.464 -2.987 -3.501 -0.3366
P 5.39996 3.18311 1.31775 1.604 1.299 0.695 0.6357
O 6.08596 2.03218 2.32616 -0.855 0.952 -1.115 -0.3506
Cl 6.54523 3.05911 -0.45315 -1.309 -0.467 0.994 0.2316
N 3.17730 2.63867 -0.51066 -0.894 -0.349 1.394 0.1380
C 1.79525 2.32923 -0.48900 1.903 0.685 2.904 -0.2673
N 1.03125 2.11619 -1.56804 0.220 0.889 -1.658 -0.2230
C 1.74241 2.27907 -2.90331 -0.354 -0.002 -1.537 -0.1748
C 2.37132 0.92920 -3.46874 0.264 -0.664 -0.160 -0.1695
C 1.96273 -0.39039 -2.69317 -0.068 -0.832 -1.143 -0.2310
C 2.88135 -1.65892 -3.06999 -0.198 0.594 0.957 -0.2525
N 2.13406 -2.94669 -2.88908 0.605 0.820 0.168 -0.0211
P -0.65800 1.67972 -1.67125 -0.882 -1.403 0.325 0.4240
S -1.13008 -0.09557 -1.06180 0.076 0.462 0.179 0.2361
N 1.35565 2.28176 0.84363 1.274 0.641 -2.248 0.0351
C 0.09815 2.06466 1.57206 -0.525 -1.184 1.909 -0.1223
C 0.14928 0.59509 2.22810 0.230 -0.175 0.937 -0.1617
C -0.35913 0.58610 3.74312 -0.180 -0.659 -0.146 -0.1909
C -1.75867 -0.17534 3.88921 -0.385 0.061 0.869 -0.1854
C -2.92426 0.74102 4.47451 -0.941 0.003 -0.711 -0.2019
C -3.95899 1.21968 3.33201 1.871 -0.272 0.212 -0.1754
C -3.18700 2.28296 2.42405 -0.946 -0.134 -0.556 -0.2140
C -4.02574 3.58506 2.05442 1.154 -0.177 -1.044 -0.1918
C -3.64718 3.99504 0.54812 -0.753 0.234 0.049 -0.2910
C -4.72432 4.97957 -0.10686 0.920 -0.622 -0.026 -0.1240
H 4.35973 -0.84432 3.91450 -0.319 1.868 -0.191 0.0767
H 3.41761 3.38604 3.30935 -0.947 -0.889 -0.781 0.1298
H 1.77656 2.71684 3.65092 0.686 -0.035 -1.032 0.1188
H 6.67615 2.54493 2.92714 -0.540 -0.457 -0.458 0.0753
H 2.46478 3.14837 -2.89067 -0.767 -1.177 0.398 0.1251
H 0.93197 2.58490 -3.64348 0.976 -0.298 1.082 0.1036
H 3.49845 0.94272 -3.55000 -1.176 0.423 0.306 0.1162
H 1.98917 0.79988 -4.53465 0.571 0.238 1.326 0.1243
H 0.92578 -0.67693 -3.07325 1.117 0.452 0.921 0.0799
H 1.97532 -0.30566 -1.56852 -0.228 0.085 -1.220 0.0921
H 3.71155 -1.67075 -2.30603 -0.492 0.096 -1.100 0.1121
H 3.32266 -1.56420 -4.10265 -0.575 -0.128 0.981 0.1108
H 1.12922 -2.77385 -2.81377 0.556 0.021 0.122 0.0360
H 2.47620 -3.41372 -2.04407 -0.487 0.240 -0.450 0.0700
H -1.06155 1.76499 -3.05113 0.909 0.681 0.704 0.0227
H -1.41174 2.67502 -0.98421 0.610 0.114 -0.460 -0.0301
H 0.06516 2.82170 2.42448 0.145 -0.825 -1.252 0.1256
H -0.85788 2.22684 1.01164 1.380 -0.138 0.004 0.0637
H 1.21496 0.18906 2.23885 -1.227 0.794 -0.290 0.1056
H -0.46183 -0.16119 1.66428 0.653 1.093 0.271 0.0528
H 0.39441 0.05048 4.40964 -0.816 0.712 -1.001 0.1124
H -0.43259 1.63869 4.15436 -0.039 -1.081 -0.459 0.0915
H -2.11857 -0.65034 2.92267 0.628 0.679 0.975 0.1094
H -1.63428 -1.03876 4.61747 -0.004 1.028 -0.929 0.1124
H -3.52674 0.15608 5.22520 0.822 0.694 -0.513 0.1068
H -2.47480 1.67351 4.92984 -0.593 -1.113 -0.126 0.1037
H -4.91545 1.63120 3.76032 1.045 -0.429 -0.418 0.1093
H -4.15184 0.29196 2.70670 -0.228 1.202 0.729 0.1108
H -2.95584 1.75726 1.43680 -0.063 0.617 1.209 0.0932
H -2.21221 2.60489 2.89283 -1.030 -0.430 -0.345 0.0860
H -3.67688 4.44650 2.69774 -0.783 -0.926 -0.467 0.1149
H -5.13934 3.41047 2.16377 1.311 0.251 -0.155 0.1172
H -3.61259 3.07824 -0.13091 -0.077 0.930 0.979 0.0883
H -2.60042 4.44530 0.52040 -1.217 -0.392 0.151 0.0982
H -5.62540 4.33406 -0.35584 0.937 1.124 0.287 0.0823
H -4.25079 5.37370 -1.06163 -0.930 -0.288 1.067 0.0720
H -4.99919 5.84169 0.57812 0.297 -1.102 -0.880 0.0808
C -1.47083 -6.12906 -5.54206 0.008 -0.049 -0.258 -0.0719
C -0.35791 -5.84221 -4.53870 -0.384 -0.047 0.092 -0.4235
C -0.29849 -6.85391 -3.37800 0.256 0.168 0.068 -0.2014
O -1.29854 -6.66416 -2.38457 0.122 -0.282 -0.197 -0.1969
C -2.56060 -7.22771 -2.69890 -0.071 0.262 0.223 -0.0998
N -0.50251 -4.46744 -4.04622 0.042 -0.012 0.341 0.0427
H -2.45635 -5.84784 -5.16769 0.073 -0.014 0.070 0.0634
H -1.30685 -5.56114 -6.46097 0.007 -0.001 0.112 0.0768
H -1.49581 -7.18903 -5.80799 -0.016 0.041 0.025 0.0798
H 0.59058 -5.91309 -5.08079 0.032 0.005 0.140 0.1372
H 0.65604 -6.71504 -2.86079 -0.082 0.050 0.053 0.1199
H -0.30496 -7.88796 -3.74357 -0.146 0.011 -0.065 0.1202
H -2.46856 -8.15746 -3.26716 0.033 0.059 -0.065 0.0941
H -3.16909 -6.50445 -3.24624 -0.098 -0.176 -0.137 0.0766
H -3.07481 -7.44476 -1.76090 0.099 0.000 0.020 0.0715
H 0.29534 -4.24834 -3.45386 0.013 -0.168 -0.330 0.0217
H -1.29157 -4.46014 -3.39977 -0.020 -0.013 -0.181 0.0716
C 4.60927 7.82946 -2.65954 -0.006 -0.066 -0.265 -0.0719
C 5.76446 8.11131 -1.70346 -0.386 0.044 0.171 -0.4272
C 5.83780 7.12626 -0.52010 0.390 0.180 -0.022 -0.2082
O 4.87863 7.36335 0.50201 -0.014 -0.419 -0.170 -0.1927
C 3.59937 6.82433 0.23280 -0.012 0.325 0.269 -0.1188
N 5.67354 9.50190 -1.24444 0.146 -0.214 0.244 0.0418
H 3.64538 8.14713 -2.25856 0.078 0.010 0.060 0.0635
H 4.75535 8.36898 -3.59803 0.005 0.004 0.121 0.0800
H 4.54695 6.76342 -2.89645 -0.004 0.023 0.019 0.0739
H 6.69116 8.00083 -2.27582 0.026 -0.021 0.127 0.1376
H 6.81315 7.25102 -0.03997 -0.089 0.052 0.063 0.1239
H 5.79055 6.08348 -0.85939 -0.142 -0.007 -0.068 0.0878
H 3.65624 5.88192 -0.32284 0.038 0.027 -0.123 0.0718
H 2.99258 7.55102 -0.31149 -0.130 -0.202 -0.129 0.0779
H 3.10436 6.63414 1.18784 0.083 0.022 0.044 0.0827
H 6.49737 9.71705 -0.68654 0.000 0.095 -0.162 0.0758
H 4.90885 9.55042 -0.57200 0.011 0.070 -0.166 0.0708
C -3.16401 -6.09148 1.72422 0.240 0.096 -0.071 -0.0752
C -3.57091 -6.85679 2.98024 -0.305 0.029 -0.317 -0.4312
C -3.99442 -8.31296 2.70328 -0.033 -0.027 0.315 -0.2034
O -5.29586 -8.45024 2.14813 0.416 -0.077 -0.101 -0.1883
C -5.36121 -8.25095 0.74710 -0.350 0.073 0.118 -0.1083
N -4.62769 -6.10887 3.67231 -0.022 -0.233 0.098 0.0347
H -4.02131 -5.78992 1.12037 -0.019 -0.076 0.072 0.0632
H -2.62953 -5.17732 1.99508 -0.080 -0.061 0.028 0.0716
H -2.49812 -6.69086 1.09737 -0.038 0.026 0.000 0.0750
H -2.69364 -6.89250 3.63465 -0.075 -0.098 0.037 0.1335
H -4.02947 -8.84029 3.66148 -0.101 0.032 -0.037 0.1217
H -3.25293 -8.83749 2.08798 -0.011 0.090 -0.126 0.1192
H -4.46136 -8.60764 0.23733 0.045 0.056 0.045 0.0816
H -5.53158 -7.19479 0.52555 0.136 -0.005 -0.199 0.0745
H -6.21856 -8.80777 0.36620 0.042 -0.044 0.092 0.0897
H -4.82765 -6.56938 4.55778 0.067 0.127 0.002 0.0725
H -5.48668 -6.23346 3.13747 0.109 0.101 0.016 0.0696
```
Forces are in eV/Å.

***

2.
Molecular formula: C31H70F3N10O9S
Method: DFT, ωB97M-V with the def2-TZVPD basis set

As for the LUMO energy: -12.8 eV. Its HOMO energy is -20.63 eV. The molecular weight comes out at 816.02 g mol⁻¹. The total energy comes out at -3142.68426 Eh. The calculation puts the relative energy (zero: lowest compared OMol25 entry of this formula, charge and spin) at 322.0 kJ/mol. As for the net charge: +7.

```
124
Properties=species:S:1:pos:R:3:forces:R:3:lowdin_charge:R:1
C 5.93901 -2.72285 0.31671 0.756 0.682 0.545 0.0262
C 6.29890 -1.87663 -0.86321 -1.052 -3.139 -3.293 -0.3102
O 6.21312 -2.34601 -1.99229 0.865 3.231 3.250 0.1786
N 6.71150 -0.39053 -0.54680 1.440 -0.516 -0.487 0.0925
H 5.97873 0.03545 0.00246 -0.613 0.533 -0.301 0.1760
H 7.52228 -0.37936 0.05538 0.070 -0.856 1.169 0.1670
C 7.37651 0.33686 -1.67251 -0.593 -0.097 -2.121 0.0135
H 6.54358 -2.42729 1.17415 -0.179 -0.077 0.266 0.0934
H 6.16748 -3.76253 0.08219 -0.117 0.149 -0.140 0.1172
H 4.87873 -2.61223 0.54404 -0.059 0.055 0.018 0.1035
H 6.79088 0.16459 -2.57554 -0.004 0.057 0.054 0.1034
H 8.33783 -0.14755 -1.84367 -0.048 0.022 0.176 0.1252
H 7.53008 1.41162 -1.57550 -0.272 -0.190 0.744 0.1136
C -0.06737 -1.82901 -6.55513 -0.452 -0.626 0.683 0.0078
C 0.51176 -1.82330 -7.93265 4.655 0.882 0.514 -0.2967
O 1.75109 -1.72325 -8.08505 -5.966 -0.557 -0.650 0.1520
N -0.49930 -1.85735 -9.12604 2.218 0.643 0.321 0.0971
H -0.30718 -2.65178 -9.71940 0.276 -0.762 -0.130 0.1821
H -1.47645 -1.90643 -8.87530 -0.247 -0.142 0.680 0.1671
C -0.35604 -0.65951 -10.05320 -0.094 -0.076 0.109 0.0491
H 0.29277 -2.73332 -6.06459 0.095 -0.324 -0.194 0.1069
H -1.14827 -1.85486 -6.41701 -0.024 0.187 -0.506 0.0876
H 0.35557 -1.06486 -5.90298 0.087 0.351 -0.536 0.0971
H -1.21011 -0.89006 -10.69000 0.278 1.132 -0.555 0.1212
H 0.60694 -0.62814 -10.56289 -0.166 -0.644 -0.074 0.1206
H -0.38163 0.26345 -9.47391 -0.654 -0.144 -0.042 0.1088
C -0.07943 -3.17136 5.00800 0.571 0.508 -1.754 0.0257
C 0.56033 -2.07873 5.84456 -2.815 -3.923 3.127 -0.3711
O 0.01703 -1.84517 6.89743 1.774 1.675 -1.408 0.1853
N 2.01914 -1.88785 5.65773 1.261 0.365 -0.687 0.0943
H 2.25740 -1.90383 4.67636 -0.256 -0.343 -0.827 0.1610
H 2.29806 -0.94986 5.90768 -0.002 0.452 0.789 0.1772
C 2.92302 -2.92830 6.36879 -1.399 0.637 1.194 0.0837
H -0.00053 -2.87394 3.96233 -0.459 -0.072 -0.312 0.0845
H -1.09587 -3.43594 5.29947 0.112 0.716 0.143 0.1098
H 0.44288 -4.12799 5.02044 0.589 0.133 0.443 0.1000
H 3.94476 -2.86435 5.99456 -0.366 -0.225 -0.151 0.1156
H 2.38642 -3.87666 6.34109 0.556 -0.111 -0.576 0.1094
H 2.85517 -2.63863 7.41741 0.408 0.041 0.004 0.1165
C -2.00948 2.94677 -4.48442 1.065 0.355 0.519 0.0369
C -0.55451 3.23507 -4.95739 -0.355 -2.207 -4.102 -0.2984
O -0.00606 2.65542 -5.91125 -1.575 2.444 4.316 0.1335
N 0.15868 4.44595 -4.34290 1.298 -1.055 -1.388 0.1165
H -0.04061 5.20377 -4.98016 0.462 0.443 -1.233 0.1819
H -0.34457 4.84715 -3.56452 0.285 -0.607 1.273 0.1640
C 1.73107 4.23728 -4.18365 -0.676 0.039 1.163 0.0727
H -2.81285 3.25989 -5.15126 0.529 0.215 -0.644 0.1102
H -2.23665 3.46320 -3.55179 0.178 -0.215 0.195 0.0780
H -2.12779 1.86958 -4.36710 0.196 0.059 0.104 0.0952
H 2.39256 4.31293 -5.04667 -1.030 0.806 -0.562 0.1136
H 1.94773 3.21970 -3.85856 -0.737 0.038 0.412 0.0964
H 1.96797 4.95590 -3.39906 0.351 -0.133 -0.256 0.0988
C -1.83186 4.23377 4.93823 0.239 2.225 0.045 0.0508
C -1.31330 5.68717 5.11445 2.293 -0.195 -0.114 -0.3562
O -0.18330 6.11026 5.08455 -2.034 -1.051 0.033 0.1547
N -2.39212 6.76724 5.26157 1.736 -1.188 -0.385 0.1035
H -3.12797 6.39806 5.84667 -1.519 -0.310 -0.864 0.1808
H -2.04911 7.45128 5.92075 0.894 0.906 -0.085 0.1854
C -2.57496 7.38713 3.87820 -2.472 0.681 0.596 0.0478
H -0.99997 3.52976 4.95905 -0.252 0.140 0.335 0.1016
H -2.29498 4.20938 3.95182 -0.147 -0.128 -0.047 0.0889
H -2.61074 4.13340 5.69413 0.132 -0.710 0.027 0.0983
H -3.02969 6.75196 3.11800 0.582 -0.852 0.421 0.1046
H -1.68693 7.89324 3.49960 -0.036 -0.125 0.643 0.1220
H -3.42929 8.03342 4.07954 0.455 0.870 -0.364 0.1167
C 6.88998 6.46055 4.28983 -0.427 -0.145 1.271 0.0459
C 5.33533 6.60285 4.19379 2.709 0.616 -1.083 -0.3639
O 4.72444 7.59822 4.08155 -0.385 -0.089 0.333 0.2190
N 4.54763 5.31055 4.03715 0.071 -1.389 -1.405 0.0976
H 5.10660 4.50189 4.26891 0.583 -0.112 0.524 0.1545
H 3.77612 5.26547 4.68741 -0.773 0.492 -0.035 0.1740
C 4.20713 5.00515 2.53308 0.286 0.506 1.019 0.0622
H 7.25104 5.62235 4.88578 -0.623 -0.277 0.371 0.0880
H 7.24943 7.33551 4.83146 -0.185 0.202 -0.179 0.1109
H 7.54275 6.34886 3.42408 -0.887 0.372 -0.817 0.1054
H 5.16498 4.67502 2.13100 -0.220 0.034 -0.179 0.1028
H 3.87852 5.91638 2.03330 -0.039 -0.090 0.276 0.1059
H 3.46075 4.21180 2.49303 0.106 0.145 0.085 0.0982
C -4.63530 -0.06167 4.16918 1.936 -0.641 -1.048 -0.0376
C -4.84780 -0.27395 2.65968 -0.864 -2.136 1.622 -0.2150
N -5.40272 0.87174 2.08100 -2.850 1.554 -1.917 -0.0906
C -4.78478 1.82123 1.26257 -3.402 0.577 0.253 0.0447
C -5.87114 2.60573 0.78074 1.726 -1.202 1.161 0.0197
N -7.02934 2.11940 1.33864 2.869 -2.952 1.053 -0.1335
C -6.78275 1.01055 2.08104 3.428 2.008 -1.027 0.0774
C -8.28536 2.66253 1.16684 -2.833 0.357 -0.930 -0.0023
H -4.37955 -1.04493 4.56400 0.309 0.171 0.254 0.0858
H -5.42401 0.32885 4.81224 -0.207 0.243 -0.704 0.0944
H -3.74911 0.56882 4.09673 0.108 0.233 1.331 0.0680
H -5.58415 -1.07582 2.60611 -0.111 -0.029 -0.529 0.1296
H -4.02130 -0.61458 2.03601 0.449 0.149 0.673 0.1387
H -3.71034 1.87660 1.16816 -0.191 -0.069 -0.200 0.1275
H -5.92400 3.44930 0.10846 0.157 -0.062 0.151 0.1350
H -7.43899 0.34852 2.62645 -0.247 0.262 -0.175 0.1850
H -9.03753 1.87764 1.08756 0.042 -0.160 0.214 0.1241
H -8.27687 3.07439 0.15768 -0.465 0.971 0.478 0.1220
H -8.54468 3.25556 2.04386 -0.142 0.641 -0.609 0.1303
C 1.24977 -8.76829 -2.72550 -2.307 -0.429 -0.359 -0.0319
C -0.11549 -9.24951 -2.03882 1.399 0.900 0.268 -0.1398
N -1.23893 -8.33634 -2.27054 -4.980 1.126 -1.989 -0.0684
C -1.31604 -7.02397 -1.81500 -3.825 -0.344 -2.273 0.0194
C -2.61785 -6.44962 -2.29542 3.759 -3.010 1.604 0.0252
N -3.32764 -7.50501 -2.89830 3.608 -0.274 0.441 -0.1042
C -2.49916 -8.62974 -2.95023 1.687 2.851 2.090 0.0992
C -4.67531 -7.44276 -3.45261 -1.297 0.106 -0.218 0.0019
H 1.94388 -9.60192 -2.83233 0.031 0.239 0.310 0.0915
H 1.56714 -7.96497 -2.06066 0.635 -0.134 -0.419 0.0635
H 1.00249 -8.38023 -3.71361 0.328 0.047 -0.071 0.0727
H 0.20222 -9.00496 -1.02524 -0.856 -1.097 0.509 0.1154
H -0.50839 -10.25515 -2.18855 0.597 0.034 0.039 0.1368
H -0.53238 -6.72184 -1.13603 -0.201 0.648 -0.263 0.1212
H -2.93006 -5.43037 -2.12205 -0.486 -0.368 -0.169 0.1101
H -2.82231 -9.56990 -3.37220 0.288 -0.043 0.048 0.1627
H -5.28914 -6.61653 -3.09392 0.588 0.087 0.886 0.1019
H -5.21432 -8.34603 -3.16687 0.142 -0.031 -0.283 0.1152
H -4.76083 -7.23805 -4.51979 0.793 -0.669 -0.194 0.1077
C -0.17792 -0.89334 -0.45498 0.956 0.879 0.782 -0.6517
F -0.98873 -0.01926 -1.07792 0.366 0.178 -0.202 0.0981
F -0.97748 -1.75644 0.14190 -0.012 -0.666 0.189 0.1334
F 0.58615 -1.51080 -1.37457 -0.524 0.069 0.224 0.1114
S 0.98834 -0.01944 0.80573 -2.749 0.240 4.176 0.4195
O 0.13554 0.79863 1.72465 0.299 -1.197 -1.875 -0.4023
O 1.64275 -1.06200 1.57486 0.008 -0.838 -0.591 -0.3716
O 1.83865 0.76210 0.00970 1.793 1.441 -2.416 -0.3315
```
Forces are in eV/Å.

***

- What is the formula in the first record?
  C31H70ClN8O4P2S

***

- The highest net charge belongs to which entry?
  C31H70F3N10O9S

***

- Among the records above, which one has the lowest LUMO energy?
  C31H70F3N10O9S